(1)
{"formula": "C4H12O2", "method": "ωB97M-V with the def2-TZVPD basis set", "spin_multiplicity": 2, "charge": 1, "de_lowest_kj_mol": 214.03, "e_tot_ev": -8425.943, "fmax_ev_per_a": 2.26, "lumo_energy_ev": [-4.216, -10.539], "molar_mass_da": 92.1, "s2": 0.754, "symbols": ["C", "O", "C", "H", "H", "H", "H", "H", "H", "C", "O", "C", "H", "H", "H", "H", "H", "H"], "coordinates": [[-0.7350, -4.1860, 0.2710], [-1.1527, -3.8679, 1.5373], [-1.6807, -3.5916, -0.7877], [-0.8608, -5.3007, 0.1868], [0.2941, -3.8503, 0.1306], [-0.3178, -3.9047, 2.0586], [-2.6048, -3.3298, -0.2712], [-1.8075, -4.1560, -1.7028], [-1.2145, -2.6205, -1.0026], [1.7288, 3.9180, -0.2838], [1.5123, 2.8642, -1.2441], [0.3922, 4.3523, 0.3248], [2.1882, 4.7501, -0.8111], [2.3367, 3.5338, 0.5342], [1.5243, 2.0752, -0.6955], [-0.4146, 4.4561, -0.3873], [0.5766, 5.2053, 0.9868], [0.2351, 3.6524, 1.1562]], "mulliken_spin": [0.08, 0.59, 0.10, 0.18, 0.03, -0.01, 0.00, 0.00, 0.04, 0.00, 0.00, 0.00, 0.00, 0.00, 0.00, 0.00, 0.00, 0.00]}

(2)
{"formula": "C22H42Cl3N2O4SiW", "method": "ωB97M-V with the def2-TZVPD basis set", "charge": 3, "e_tot_ev": -81911.951, "fmax_ev_per_a": 6.93, "lumo_energy_ev": [-12.886, -12.884], "molar_mass_da": 716.9, "symbols": ["C", "C", "H", "H", "H", "C", "C", "H", "H", "H", "H", "W", "Cl", "Cl", "H", "H", "C", "C", "N", "H", "C", "O", "H", "H", "H", "H", "H", "H", "C", "C", "N", "H", "C", "O", "H", "H", "H", "H", "O", "C", "C", "C", "H", "C", "H", "C", "H", "C", "C", "H", "H", "H", "Si", "Cl", "C", "C", "C", "H", "H", "H", "H", "H", "H", "H", "H", "H", "C", "C", "O", "H", "H", "H", "H", "H", "H"], "coordinates": [[-3.1462, 1.6247, 0.0536], [-2.8933, 1.3543, 1.4901], [-4.1623, 1.3634, -0.2533], [-2.4309, 1.0673, -0.5713], [-2.9811, 2.6916, -0.1669], [-3.7883, 0.8982, 2.3839], [-5.2400, 0.7119, 2.1155], [-3.4722, 0.7059, 3.4144], [-5.4906, 0.8098, 1.0524], [-5.8403, 1.4449, 2.6768], [-5.5655, -0.2839, 2.4494], [0.8187, 0.0601, 0.1976], [1.6518, 2.2300, 0.5639], [-0.2268, -0.0603, -1.9463], [6.1114, -1.0161, -1.2011], [5.9429, 0.9054, -2.8607], [5.0919, -1.3343, -1.4761], [4.9490, 0.5293, -3.1227], [4.3633, -0.1821, -1.9998], [4.5830, -1.7658, -0.6142], [3.1722, 0.1866, -1.5625], [2.6064, -0.4546, -0.6066], [4.2951, 1.3639, -3.3751], [2.7041, 1.0602, -2.0355], [5.2051, -2.0871, -2.2739], [5.0555, -0.1344, -3.9863], [-2.6835, -1.3271, 0.0889], [-3.0769, -2.0991, 2.7208], [-2.1731, -2.2999, 0.0294], [-2.4934, -2.9713, 2.4025], [-1.5812, -2.6180, 1.3267], [-1.4118, -2.2769, -0.7585], [-0.2810, -2.4963, 1.5723], [0.5246, -1.9433, 0.7558], [-1.9171, -3.3545, 3.2504], [0.0812, -2.9192, 2.5181], [-2.9238, -3.0711, -0.1881], [-3.1925, -3.7398, 2.0573], [-0.8396, 0.4322, 1.1861], [-1.4362, 1.5090, 1.8600], [-0.9441, 0.3467, 4.0969], [-1.1026, 1.5172, 3.3506], [-1.0262, -0.6244, 3.5981], [-0.7775, 0.4286, 5.4878], [-1.0648, 2.4512, 1.4251], [-1.0548, 2.7593, 3.9983], [-0.6663, -0.4864, 6.0736], [-0.7608, 1.6710, 6.1319], [-0.9016, 2.8421, 5.3771], [-1.2084, 3.6591, 3.3920], [-0.6343, 1.7369, 7.2144], [-0.8950, 3.8236, 5.8619], [-0.8122, -0.2299, -6.3917], [-2.7061, 0.1323, -5.5641], [-0.5150, -2.0525, -6.1155], [0.1883, 0.9700, -5.3831], [-0.5927, 0.1238, -8.2489], [-0.7765, -2.3256, -5.0831], [0.5376, -2.3165, -6.2926], [-1.1379, -2.6495, -6.7990], [-1.2051, -0.5616, -8.8591], [0.4670, -0.0272, -8.5306], [-0.8623, 1.1652, -8.4898], [-0.0121, 0.8311, -4.3103], [-0.0996, 2.0002, -5.6432], [1.2664, 0.8509, -5.5481], [3.6386, 0.5365, 3.8784], [3.3813, 0.0620, 2.4672], [1.9475, -0.1746, 2.2540], [3.2300, 1.5459, 4.0230], [4.7215, 0.5918, 4.0297], [3.2615, -0.1398, 4.6576], [3.6415, 0.8298, 1.7427], [3.9013, -0.8798, 2.2312], [1.6644, -0.9214, 2.8005]], "mulliken_charge": [-1.36, 0.39, 0.38, 0.08, 0.33, -0.01, -1.43, 0.53, 0.34, 0.34, 0.34, 0.76, -0.16, -0.48, 0.35, 0.35, -0.78, -0.82, 0.21, 0.21, 0.45, -0.87, 0.27, 0.36, 0.37, 0.36, 0.22, 0.25, -0.84, -0.77, 0.32, 0.33, -0.17, -0.68, 0.35, 0.52, 0.47, 0.35, 1.07, 0.02, 0.19, 0.25, 0.41, -0.88, 0.78, -0.57, 0.46, -0.60, -0.79, 0.51, 0.45, 0.46, 0.54, -0.32, -0.86, -0.16, -0.93, 0.19, 0.33, 0.29, 0.29, 0.33, 0.29, -0.47, 0.33, 0.30, -1.26, -0.19, -0.15, 0.31, 0.42, 0.39, 0.28, 0.33, 0.14]}

(3)
{"formula": "C41H52N4O6S2Si2Ti", "method": "ωB97M-V with the def2-TZVPD basis set", "charge": -2, "de_lowest_kj_mol": 108.05, "e_tot_ev": -122153.823, "fmax_ev_per_a": 2.06, "lumo_energy_ev": 4.384, "molar_mass_da": 865.1, "symbols": ["Ti", "O", "S", "O", "O", "C", "C", "C", "C", "C", "C", "S", "O", "O", "O", "H", "H", "H", "H", "C", "Si", "C", "C", "C", "C", "C", "C", "C", "C", "N", "Si", "C", "C", "C", "H", "H", "H", "H", "H", "H", "H", "H", "H", "H", "H", "H", "H", "H", "H", "H", "H", "H", "H", "H", "H", "H", "C", "C", "C", "C", "C", "C", "C", "C", "C", "C", "N", "C", "C", "C", "C", "C", "N", "H", "H", "H", "H", "H", "H", "H", "H", "H", "H", "H", "H", "H", "H", "H", "H", "H", "C", "C", "C", "C", "C", "C", "C", "C", "N", "H", "H", "H", "H", "H", "H", "H", "H", "H"], "coordinates": [[-0.1969, -0.3726, -0.2556], [0.9577, -0.5342, 2.7840], [1.6320, 0.5757, 2.1380], [3.0694, 0.5601, 2.2416], [1.1765, 0.7570, 0.7213], [1.0537, 1.9310, 3.1484], [1.9641, 2.5559, 3.9781], [1.5082, 3.3855, 4.9974], [0.1479, 3.5735, 5.1833], [-0.7683, 2.9678, 4.3304], [-0.3239, 2.1299, 3.3255], [-1.4729, 1.7809, 1.9777], [-0.9749, 2.8017, 1.0740], [-2.8055, 2.0267, 2.4796], [-1.2952, 0.4010, 1.4694], [3.0183, 2.3690, 3.8234], [2.2206, 3.8681, 5.6567], [-0.2067, 4.2058, 5.9893], [-1.8326, 3.1431, 4.4232], [-3.9758, -1.4083, 2.7146], [-2.4257, -2.2835, 3.3230], [-2.9893, -3.8995, 4.1697], [-1.7122, -1.1945, 4.6903], [-1.2507, -2.6857, 1.9603], [-1.7553, -2.7662, 0.6674], [-2.9545, -3.5202, 0.3697], [-3.1836, -3.9916, -0.8781], [-2.3040, -3.6248, -1.9371], [-1.2971, -2.7598, -1.6565], [-1.0094, -2.2937, -0.4024], [0.5208, -3.1869, 2.2112], [0.3719, -4.9856, 1.5367], [0.8442, -3.5163, 4.0525], [2.1675, -2.6861, 1.4173], [-4.8331, -1.5784, 3.3749], [-4.2567, -1.7032, 1.7007], [-3.7721, -0.3339, 2.6803], [-3.3160, -3.7392, 5.2046], [-2.1590, -4.6155, 4.1769], [-3.8183, -4.3654, 3.6227], [-1.9109, -1.5849, 5.6916], [-2.1518, -0.1951, 4.6062], [-0.6318, -1.0781, 4.5672], [-3.5740, -3.8290, 1.2025], [-4.0162, -4.6600, -1.0680], [-2.4586, -3.9724, -2.9497], [-0.6681, -2.3704, -2.4416], [-0.3822, -5.5274, 2.1225], [1.3182, -5.5421, 1.6034], [0.0422, -5.0062, 0.4898], [0.2579, -2.8556, 4.6964], [1.8990, -3.3368, 4.2849], [0.6022, -4.5500, 4.3102], [2.6499, -3.5452, 0.9551], [2.8274, -2.2682, 2.1824], [2.0642, -1.9121, 0.6519], [-0.0444, 1.3555, -4.7661], [-0.4932, 2.8206, -4.7074], [0.4179, 3.7217, -3.9019], [1.1568, 4.7102, -4.5405], [1.9835, 5.5696, -3.8239], [2.0552, 5.4384, -2.4482], [1.3376, 4.4558, -1.7705], [1.4400, 4.3551, -0.2657], [2.7505, 3.7053, 0.1939], [0.5203, 3.5886, -2.4991], [-0.1678, 2.5357, -1.8811], [-1.4011, 2.6870, -1.6045], [-2.3185, 1.6291, -1.2971], [-3.6911, 1.7933, -1.2829], [-4.2428, 0.5039, -1.2333], [-3.1695, -0.3697, -1.2142], [-1.9769, 0.2891, -1.2509], [-0.7767, 0.7626, -5.3204], [0.0441, 0.9290, -3.7677], [0.9227, 1.2648, -5.2700], [-1.5006, 2.8556, -4.2857], [-0.5556, 3.2200, -5.7228], [1.0759, 4.8089, -5.6190], [2.5574, 6.3327, -4.3364], [2.6746, 6.1219, -1.8743], [0.5956, 3.7844, 0.1230], [1.3807, 5.3649, 0.1504], [2.7514, 2.6378, -0.0304], [2.8729, 3.8061, 1.2757], [3.6102, 4.1643, -0.3025], [-1.8700, 3.6777, -1.6688], [-4.2126, 2.7395, -1.3180], [-5.2865, 0.2279, -1.2156], [-3.2289, -1.4373, -1.2185], [1.6152, -3.7038, -2.0338], [2.1794, -2.5202, -2.7782], [3.0887, -2.7980, -3.7958], [3.7362, -1.8029, -4.5042], [3.4810, -0.4859, -4.1538], [2.5807, -0.1610, -3.1515], [2.4122, 1.2881, -2.7701], [1.8650, -1.1746, -2.4567], [0.9210, -0.8042, -1.5143], [2.4147, -4.4111, -1.8043], [0.8714, -4.2367, -2.6318], [1.1481, -3.4053, -1.1058], [3.2956, -3.8401, -4.0230], [4.4462, -2.0482, -5.2854], [4.0029, 0.3204, -4.6594], [1.8145, 1.8297, -3.5066], [3.3854, 1.7797, -2.7043], [1.9002, 1.3701, -1.8162]], "mulliken_charge": [0.60, -0.82, 1.56, -0.75, -1.20, -0.28, -0.35, -0.71, -0.62, -0.68, -0.13, 1.51, -0.91, -0.87, -0.39, 0.55, 0.37, 0.39, 0.51, -1.03, 0.67, -1.52, -1.03, 0.67, -0.48, -0.86, -0.96, -1.26, -0.38, 1.84, 2.07, -1.60, -1.44, -1.13, 0.44, 0.29, 0.17, 0.38, 0.30, 0.31, 0.46, 0.22, 0.09, 0.14, 0.33, 0.37, 0.40, 0.29, 0.39, 0.22, 0.28, 0.38, 0.27, 0.38, 0.45, -0.03, -0.37, -0.76, 1.18, -0.93, -1.12, -0.43, 0.28, 0.62, -0.95, -1.27, 1.55, -0.41, 0.32, -1.07, -1.49, -0.20, 1.30, 0.43, -0.42, 0.29, 0.16, 0.52, 0.36, 0.36, 0.43, -0.66, 0.59, 0.02, 0.26, 0.46, -0.10, 0.46, 0.45, 0.47, -1.06, 0.93, -0.65, -1.01, -0.54, 0.09, 0.93, 0.11, 0.78, 0.53, 0.30, -0.61, 0.41, 0.33, 0.43, -0.49, 0.62, -1.29]}